Here is a cluster of 8 separate species, C32H56N8 in total in a non-equilibrium geometry from the Open Molecules 2025 dataset. Energies are from ωB97M-V/def2-TZVPD.

Properties
ΔE to the lowest compared entry with this formula, charge and spin	11.466	eV
frontier orbital gap	10.001	eV
strongest force on any atom	6.65	eV/Å
HOMO level	-10.10	eV
LUMO	-0.100	eV
electronic energy	-1690.4857	Ha

```
96
C32H56N8 (ωB97M-V/def2-TZVPD)
C -0.9039 1.6522 -6.4827
C -0.6332 1.2680 -5.0297
C -1.9181 0.8832 -4.1642
C -2.9582 1.9338 -4.3870
N -3.7475 2.7740 -4.5882
H -1.5074 0.8748 -6.9510
H 0.0031 1.7086 -7.0847
H -1.3704 2.6239 -6.6449
H 0.0775 1.9709 -4.5950
H -0.0637 0.3399 -5.0801
H -1.6328 0.7753 -3.1177
H -2.3615 -0.0537 -4.5015
C 1.5055 1.6692 -2.1618
C 2.8765 1.9512 -2.8024
C 3.9989 1.8783 -1.7842
C 4.2533 0.5323 -1.3055
N 4.4721 -0.5123 -0.8914
H 0.6010 1.7004 -2.7693
H 1.3431 2.3019 -1.2892
H 1.6675 0.6672 -1.7646
H 2.8874 2.9561 -3.2244
H 3.0651 1.3109 -3.6641
H 3.7402 2.4451 -0.8899
H 4.9480 2.3089 -2.1034
C -1.7374 0.2620 2.4430
C -1.7591 0.0704 3.9247
C -2.4569 1.2536 4.6244
C -1.7364 2.5304 4.3421
N -1.1846 3.5284 4.1157
H -1.0484 1.0465 2.1300
H -2.7117 0.5125 2.0233
H -1.4273 -0.6148 1.8746
H -0.7111 0.0439 4.2232
H -2.2671 -0.8713 4.1326
H -2.5523 1.1887 5.7083
H -3.4863 1.2884 4.2676
C -2.1314 -2.4717 2.3407
C -1.1798 -3.5128 2.8624
C -0.8855 -4.6618 1.8460
C -0.0414 -4.2538 0.6685
N 0.6001 -3.9196 -0.2185
H -3.0562 -2.9477 2.0147
H -1.6974 -1.9587 1.4825
H -2.3369 -1.8171 3.1877
H -1.5883 -3.8807 3.8036
H -0.2375 -3.0658 3.1792
H -1.8229 -5.1604 1.5993
H -0.3169 -5.4310 2.3684
C -1.7180 -3.1779 -2.8692
C -2.7876 -2.1699 -3.3963
C -3.0494 -2.3027 -4.9055
C -2.0769 -1.6233 -5.7770
N -1.3028 -1.0927 -6.3993
H -1.5664 -3.1128 -1.7918
H -0.7590 -2.9865 -3.3508
H -1.8906 -4.2182 -3.1451
H -2.4161 -1.1774 -3.1413
H -3.7279 -2.2497 -2.8509
H -3.9260 -1.7483 -5.2407
H -3.1899 -3.3154 -5.2832
C 0.4936 0.6145 0.4822
C -0.5293 -0.5514 0.4062
C -0.4704 -1.4723 -0.7713
C -0.5111 -0.7893 -2.0823
N -0.5094 -0.2927 -3.1282
H 0.3378 1.1890 1.3954
H 0.3905 1.2700 -0.3825
H 1.4947 0.1863 0.4317
H -1.5731 -0.2457 0.3348
H -0.4251 -1.1341 1.3215
H -1.2028 -2.2623 -0.6054
H 0.4873 -1.9914 -0.7333
C 2.8943 2.3198 0.9306
C 2.9519 3.2972 2.1075
C 1.5800 3.9272 2.4836
C 1.5694 4.9018 3.5821
N 1.6273 5.6817 4.4517
H 2.4730 2.7900 0.0420
H 2.2388 1.4741 1.1387
H 3.8525 1.8704 0.6699
H 3.6959 4.0587 1.8737
H 3.3971 2.8172 2.9790
H 1.0043 3.0427 2.7563
H 1.2325 4.4372 1.5852
C 0.9330 -0.7773 2.6400
C 1.5794 -1.5740 3.7909
C 2.2394 -0.6506 4.8772
C 3.0768 0.3970 4.2731
N 3.7256 1.1735 3.8323
H 0.3591 -1.5314 2.1014
H 1.6197 -0.2201 2.0028
H 0.1714 -0.0948 3.0171
H 2.3897 -2.2073 3.4297
H 0.8327 -2.2223 4.2494
H 2.9210 -1.2229 5.5063
H 1.4930 -0.1513 5.4950
```